Formula: C37H56AsN5O5SSi3Sn
Source: the Open Molecules 2025 dataset
Level of theory: the ωB97M-V functional and the def2-TZVPD basis

orbital gap = 7.30 eV
total charge = +2
HOMO energy = -12.78 eV
calculated total energy = -158094.8062 eV
M = 960.84 g/mol

Last column: Löwdin charge in e.
Atoms and positions in Å:
Sn (1.09338, -0.47679, 0.71324)  0.945
C (-5.39030, 2.18955, -1.15723)  -0.065
O (-4.03454, 2.46849, -0.85142)  -0.094
C (-3.82093, 3.50434, 0.00844)  -0.228
C (-4.78694, 4.42947, 0.36455)  -0.005
C (-4.41013, 5.45050, 1.22716)  -0.037
C (-3.05274, 5.71327, 1.58979)  -0.053
C (-2.10976, 4.80373, 1.18549)  -0.031
C (-2.54325, 3.69429, 0.47628)  -0.165
N (-1.52978, 2.87017, -0.16795)  0.184
C (-0.75173, 1.94305, 0.45236)  -0.330
N (-0.85206, 1.85987, 1.77378)  0.174
C (-0.30336, 1.13592, 2.80259)  -0.228
C (0.68332, 0.21343, 2.66565)  -0.291
C (1.24837, -0.46928, 3.76507)  -0.132
C (0.79231, 0.01423, 5.00839)  -0.063
C (-0.12837, 1.03818, 5.18776)  -0.004
C (-0.70044, 1.58658, 4.07067)  -0.214
O (-1.61605, 2.60380, 4.08596)  -0.097
C (-1.81714, 3.31865, 5.31957)  -0.004
N (0.05376, 1.12224, -0.22298)  -0.006
C (0.21806, 1.39015, -1.62990)  -0.247
C (1.26335, 2.22305, -2.00016)  -0.010
C (1.42299, 2.52905, -3.35712)  -0.073
C (0.47583, 2.13046, -4.26388)  -0.078
C (-0.66742, 1.40287, -3.87165)  0.029
C (-0.74981, 0.96388, -2.52527)  -0.247
O (-1.77058, 0.23292, -2.03547)  -0.107
C (-2.69550, -0.41729, -2.92287)  -0.024
H (-5.43864, 1.22654, -1.70823)  0.091
H (-5.81970, 2.94405, -1.86568)  0.112
H (-5.98845, 2.20868, -0.18589)  0.122
H (-5.80425, 4.40294, 0.08591)  0.104
H (-5.23256, 6.10221, 1.53202)  0.118
H (-2.77426, 6.58413, 2.20335)  0.118
H (-1.06765, 4.83800, 1.42542)  0.118
H (-1.72343, 2.71061, -1.15570)  0.151
H (-1.49491, 2.50501, 2.20661)  0.124
H (2.00648, -1.23319, 3.70415)  0.053
H (1.14198, -0.51921, 5.92814)  0.128
H (-0.39449, 1.35573, 6.17379)  0.114
H (-2.41970, 4.11789, 5.05082)  0.076
H (-0.84628, 3.66648, 5.60740)  0.097
H (-2.25523, 2.62712, 6.05990)  0.115
H (2.05778, 2.42767, -1.28504)  0.111
H (2.26153, 3.13410, -3.68246)  0.113
H (0.63698, 2.41398, -5.28670)  0.110
H (-1.41485, 1.15743, -4.57231)  0.098
H (-2.94932, -1.33864, -2.39744)  0.087
H (-2.29089, -0.64601, -3.90882)  0.085
H (-3.59388, 0.16928, -2.99057)  0.084
C (4.31680, -0.96570, -2.49265)  0.050
C (2.84416, -0.86241, -2.10069)  -0.546
O (1.95655, -1.30512, -2.94623)  -0.065
O (2.55117, -0.38892, -1.01657)  -0.143
H (4.96941, -0.31821, -1.93822)  0.091
H (4.41195, -0.77283, -3.56013)  0.069
H (4.58127, -2.04692, -2.45065)  0.107
S (3.62822, -0.86874, 1.66228)  0.772
C (3.82035, 0.78049, 2.01656)  -0.740
N (4.71845, 1.06597, 2.97580)  0.093
C (4.97528, 2.33762, 3.41205)  0.009
C (4.28918, 3.34950, 2.85234)  -0.012
C (3.46109, 3.02150, 1.81170)  -0.091
N (3.23938, 1.81641, 1.37823)  0.095
H (5.16941, 0.25853, 3.37144)  0.146
H (5.78482, 2.34605, 4.11060)  0.146
H (4.48262, 4.36965, 3.18894)  0.137
H (3.00936, 3.72710, 1.10648)  0.139
C (-2.95660, -4.08082, 0.51450)  -0.226
Si (-2.24851, -2.43782, 1.01379)  0.340
C (-2.05454, -2.35833, 2.89898)  -0.192
C (-3.30665, -0.95033, 0.61834)  -0.199
As (-0.06044, -2.47790, -0.28698)  0.774
Si (1.01798, -4.27579, 0.71534)  0.184
C (0.36468, -5.76507, -0.22354)  -0.217
C (2.79641, -3.91951, 0.09013)  -0.222
C (1.10824, -4.64962, 2.50484)  -0.209
Si (1.99563, -1.99625, -4.55928)  0.490
C (2.20870, -0.60927, -5.77181)  -0.137
C (0.31596, -2.75259, -4.70660)  -0.138
C (3.43220, -3.15188, -4.66481)  -0.153
H (-3.97127, -4.23908, 0.86700)  0.038
H (-2.32824, -4.85841, 1.02335)  0.033
H (-2.90422, -4.28247, -0.56632)  0.039
H (-3.07500, -2.67980, 3.17884)  0.042
H (-1.87669, -1.34120, 3.30884)  0.031
H (-1.36507, -3.14052, 3.28704)  0.025
H (-3.99447, -0.92449, 1.46431)  0.041
H (-3.94335, -0.88494, -0.26001)  0.026
H (-2.74979, -0.02028, 0.62646)  0.008
H (0.28162, -5.54013, -1.28256)  0.022
H (-0.60844, -6.02311, 0.16383)  0.006
H (1.12863, -6.55168, 0.03485)  0.063
H (2.72522, -3.90596, -1.00274)  0.025
H (3.58232, -4.55237, 0.39070)  0.024
H (3.03146, -2.92699, 0.43296)  -0.090
H (0.10423, -4.87629, 2.95631)  0.043
H (1.59174, -3.81189, 3.05802)  0.036
H (1.71774, -5.54608, 2.64411)  0.045
H (3.06899, 0.02303, -5.52001)  0.046
H (1.30196, 0.01209, -5.91465)  0.038
H (2.39874, -1.08932, -6.70310)  0.032
H (0.18862, -3.52707, -5.50333)  0.064
H (-0.44812, -2.04615, -4.91353)  0.004
H (0.04145, -3.32079, -3.77841)  0.043
H (3.47024, -3.93302, -3.87015)  0.060
H (4.41230, -2.67197, -4.76449)  0.047
H (3.28008, -3.78349, -5.51103)  0.033

Force components x, y, z for each atom (eV/Å):
Sn 0.218 -0.445 -0.220
C -1.255 0.313 0.065
O 0.334 0.014 0.184
C -0.903 -0.158 -0.619
C 0.992 0.488 1.318
C 0.558 0.936 -0.034
C -1.443 0.224 0.542
C -0.782 -0.545 0.108
C 1.990 -0.668 -1.240
N 0.000 -0.355 0.291
C -0.162 -0.428 -0.774
N -1.408 1.196 0.144
C 0.764 0.320 0.554
C 1.105 -1.741 -0.387
C -1.650 2.148 1.139
C 1.256 -2.016 0.928
C 0.184 -0.456 -0.499
C -0.546 0.738 0.456
O 0.196 -0.519 -0.385
C 0.944 -2.309 -0.176
N 0.198 0.215 -0.163
C 0.062 0.676 1.101
C 0.420 -0.840 -1.102
C 0.435 0.377 1.065
C -1.101 -0.438 0.076
C 1.817 0.131 1.333
C -0.491 0.439 -1.805
O 0.033 -0.231 -0.047
C 0.364 -0.328 0.753
H 0.137 0.473 0.787
H 0.368 -0.352 0.685
H 0.536 -0.420 -1.422
H -0.804 -0.315 -0.438
H 0.567 0.083 0.091
H -0.319 -0.502 -0.404
H 0.439 0.417 0.062
H 0.340 -0.070 0.349
H -0.528 0.472 -0.406
H -0.162 -0.052 -0.098
H -0.173 0.666 -0.844
H -0.096 0.069 0.332
H -1.340 1.388 -0.158
H 0.482 0.336 0.676
H 0.050 0.627 -0.162
H -0.355 0.261 0.033
H -0.005 -0.114 0.022
H -0.292 0.027 -0.384
H -0.699 -0.239 -0.686
H 0.027 -0.070 -0.249
H 0.107 0.074 0.152
H -0.336 0.438 -0.282
C -0.960 -1.081 -0.840
C 1.111 -0.481 -1.557
O -0.030 0.112 0.324
O -0.463 0.670 0.758
H 0.114 0.016 0.446
H 0.011 0.384 -0.004
H 0.056 0.717 0.507
S -0.393 0.242 -0.339
C 0.103 -0.110 -0.329
N 0.081 0.909 0.384
C 0.269 -2.108 -0.325
C 0.901 1.620 1.291
C -0.919 0.570 -2.119
N -0.478 -1.853 0.024
H 0.375 -0.040 0.355
H 0.109 0.621 0.520
H -0.201 -0.319 -0.315
H 0.105 0.503 0.857
C 0.804 -0.833 0.189
Si 1.080 0.379 -0.160
C -0.160 -0.494 -0.396
C -0.256 0.133 0.002
As -1.500 0.218 0.398
Si 1.275 -0.573 -1.131
C 0.975 0.169 0.896
C -1.780 0.469 -0.402
C -0.836 0.388 1.335
Si -0.085 0.518 0.231
C -0.483 0.586 0.837
C 0.062 -2.297 0.438
C 0.163 -0.727 1.035
H -0.220 0.096 -0.007
H -0.503 0.495 -0.423
H -0.079 0.137 0.335
H 0.270 0.205 0.289
H 0.089 -0.749 -0.209
H -0.303 0.803 -0.104
H -0.121 0.145 0.195
H 0.159 -0.441 -0.265
H 0.261 0.189 0.151
H 0.193 -0.308 -0.151
H -0.280 -0.436 0.036
H -0.941 0.402 -0.641
H 0.190 0.065 0.020
H 0.826 -1.042 0.428
H 0.302 0.457 -0.078
H 0.916 0.312 -0.286
H -0.396 -0.570 -0.181
H 0.060 0.052 -0.060
H -0.203 -0.014 -0.157
H 0.554 -0.308 0.268
H 0.320 -0.332 -0.992
H 0.532 0.620 0.361
H -0.662 0.922 0.022
H 0.214 0.662 -0.546
H 0.041 0.798 -0.073
H -0.269 -0.141 0.017
H -0.074 -0.263 -1.116